1.
Below is a molecular structure, C16H34CeNO2P2Si, with properties calculated with ωB97M-V/def2-TZVPD.

Structure (ORCA input):
```
! RIJCOSX wB97M-V def2-TZVPD def2/J DEFGRID3
* xyz 1 1
C 1.006 -1.314 -4.625
C 1.081 -0.941 -3.254
N -0.115 -0.808 -2.571
C -1.323 -1.062 -3.121
C -1.411 -1.406 -4.477
C -0.233 -1.532 -5.222
C 2.344 -0.646 -2.595
P 2.574 -0.327 -0.863
Ce -0.013 -0.590 -0.134
P -2.534 0.048 -0.668
C -2.583 -1.018 -2.210
O 1.817 2.194 -3.381
O -0.754 2.618 -2.941
H 1.934 -1.409 -5.174
H -2.392 -1.573 -4.919
H -0.291 -1.810 -6.283
C 3.214 -1.767 0.097
C 3.563 1.137 -0.414
H -3.461 -0.642 -2.760
H -2.828 -2.044 -1.870
H 2.162 1.305 -3.107
H 3.257 -0.801 -3.181
C -3.491 -0.793 0.662
C -3.294 1.650 -1.031
H 0.370 2.087 -0.564
H -0.779 3.550 -2.678
H 0.198 2.459 -3.218
H 2.205 2.356 -4.247
H -0.193 -2.321 0.182
H -0.063 1.830 -1.201
H 4.261 -1.970 -0.169
H 3.144 -1.581 1.182
H 2.605 -2.662 -0.105
H 4.636 0.985 -0.610
H 3.196 2.016 -0.972
H 3.416 1.360 0.659
H -4.365 1.575 -1.287
H -3.175 2.297 -0.141
H -2.729 2.133 -1.849
H -4.565 -0.874 0.436
H -3.076 -1.799 0.841
H -3.360 -0.243 1.609
C -1.563 0.899 5.444
Si -0.003 -0.010 4.984
C 1.560 0.899 5.444
C -0.001 -1.808 5.440
C -0.007 0.033 3.130
C 0.062 0.330 1.930
H -1.640 0.947 6.534
H -2.446 0.392 5.038
H -1.562 1.916 5.035
H 1.642 0.946 6.533
H 2.444 0.393 5.034
H 1.561 1.917 5.037
H -0.883 -2.313 5.031
H 0.882 -2.313 5.032
H 0.000 -1.896 6.531
*
```

**Orbital gap (alpha / beta)**: 6.362 / 6.361 eV
**Lowest unoccupied orbital energy (alpha / beta)**: -3.75 / -3.76 eV

2.
Below is a single C5H7FOS molecule, with properties calculated with ωB97M-V/def2-TZVPD.

Structure (ORCA input):
```
! RIJCOSX wB97M-V def2-TZVPD def2/J DEFGRID3
* xyz 0 1
F 2.370 -0.307 -0.802
C 0.918 -0.295 -0.831
C 0.472 0.884 -0.066
C 0.448 -0.038 1.162
C 0.429 -1.250 0.189
S -1.286 -1.287 -0.420
C -1.781 0.446 -0.431
O -0.761 1.455 -0.518
H 0.753 -0.383 -1.874
H 1.045 1.748 0.190
H -0.232 0.007 2.141
H 1.498 0.010 1.484
H 0.887 -2.207 0.402
H -2.229 0.637 0.539
H -2.531 0.580 -1.163
*
```

**Relative energy (zero: lowest compared OMol25 entry of this formula, charge and spin)**: 46.8 kcal per mole
**Orbital gap**: 9.668 eV
**Lowest unoccupied orbital energy**: 0.79 eV

3.
Below is a single C5H8O2 molecule, with properties calculated with ωB97M-V/def2-TZVPD.

Structure (ORCA input):
```
! RIJCOSX wB97M-V def2-TZVPD def2/J DEFGRID3
* xyz 0 1
C 0.838 0.554 -0.275
C 1.728 1.494 -0.351
C 0.642 -0.871 -0.072
C -0.864 -1.262 0.167
C -1.854 0.724 -0.609
O -1.749 -0.618 -0.717
O -2.249 1.333 0.538
H 1.465 2.515 -0.585
H 2.793 1.332 -0.182
H 0.982 -1.422 -0.951
H 1.170 -1.234 0.815
H -0.996 -2.331 -0.009
H -1.120 -1.044 1.212
H -2.165 1.230 -1.505
H -1.920 0.857 1.312
*
```

**Relative energy (zero: lowest compared OMol25 entry of this formula, charge and spin)**: 111.6 kcal per mole
**Orbital gap (alpha / beta)**: 8.294 / 7.405 eV
**Lowest unoccupied orbital energy (alpha / beta)**: 0.79 / 0.47 eV

4.
Below is 3 unconnected molecules or ions with the total composition C3H11NO3, with properties calculated with ωB97M-V/def2-TZVPD.

Structure (ORCA input):
```
! RIJCOSX wB97M-V def2-TZVPD def2/J DEFGRID3
* xyz 0 1
C 0.651 1.184 -0.910
N 0.514 0.751 0.463
C 0.164 1.774 1.414
C 1.220 -0.307 0.914
O 1.691 -1.200 0.232
H 1.489 1.861 -1.028
H 0.820 0.343 -1.574
H -0.228 1.734 -1.230
H -0.707 2.330 1.065
H -0.076 1.334 2.381
H 0.941 2.532 1.601
H 1.327 -0.331 2.009
O -2.550 -1.879 0.153
H -1.920 -1.860 -0.588
H -3.424 -1.793 -0.238
O -0.345 -2.029 -1.629
H 0.056 -2.870 -1.879
H 0.376 -1.574 -1.157
*
```

**Relative energy (zero: lowest compared OMol25 entry of this formula, charge and spin)**: 18.0 kcal per mole
**Orbital gap**: 10.522 eV
**Lowest unoccupied orbital energy**: 0.73 eV

5.
Below is 2 unconnected molecules or ions with the total composition C4H7NO, with properties calculated with ωB97M-V/def2-TZVPD.

Structure (ORCA input):
```
! RIJCOSX wB97M-V def2-TZVPD def2/J DEFGRID3
* xyz 0 1
C 1.806 0.448 0.607
N 1.690 -0.155 -0.538
O 1.406 -1.328 -0.791
H 1.987 1.453 0.744
H 1.607 -0.058 1.465
H 1.877 0.340 -1.435
C -1.327 0.702 -0.821
C -1.378 -0.402 -0.104
C -1.406 -1.587 0.517
H -1.801 0.839 -1.863
H -0.954 1.698 -0.631
H -0.531 -2.111 0.231
H -2.268 -1.690 1.215
*
```

**Relative energy (zero: lowest compared OMol25 entry of this formula, charge and spin)**: 135.3 kcal per mole
**Orbital gap**: 9.983 eV
**Lowest unoccupied orbital energy**: 0.89 eV

6.
Below is a molecular structure, C37H30Co2N2O5P, with properties calculated with ωB97M-V/def2-TZVPD.

Structure (ORCA input):
```
! RIJCOSX wB97M-V def2-TZVPD def2/J DEFGRID3
* xyz -1 1
C -3.969 2.061 -0.273
C -2.858 2.913 -0.656
N -1.770 3.138 0.141
C -0.926 4.095 -0.534
C -1.498 4.343 -1.734
C -1.134 5.088 -2.953
N -2.710 3.651 -1.743
H -4.064 2.055 0.820
H -4.896 2.444 -0.715
H -3.834 1.022 -0.617
H 0.011 4.425 -0.115
H -0.069 5.347 -2.951
H -1.333 4.488 -3.860
H -1.718 6.020 -3.041
H -3.376 3.667 -2.513
O -1.035 3.216 2.251
C -1.505 2.461 1.275
Co -0.025 0.677 0.520
C -1.648 1.005 1.428
O -2.563 0.461 2.030
C -0.228 1.103 -1.101
O -0.360 1.336 -2.244
C 1.585 0.665 1.390
C 0.724 1.612 1.824
C 0.255 2.662 2.661
C -0.143 2.218 4.070
C -0.202 3.192 5.069
C -0.796 2.896 6.293
C -1.358 1.629 6.517
C -1.291 0.660 5.516
C -0.635 0.942 4.309
Co 1.020 -1.202 1.404
C -0.555 -1.708 1.929
O -1.528 -2.250 2.273
C 2.440 -1.901 2.074
O 3.425 -2.381 2.468
P 1.010 -1.870 -0.598
C -0.509 -2.058 -1.612
C -0.475 -2.788 -2.810
C -1.632 -2.917 -3.587
C -2.836 -2.348 -3.154
C -2.887 -1.662 -1.936
C -1.725 -1.525 -1.168
C 2.226 -1.016 -1.690
C 1.937 -0.653 -3.010
C 2.874 0.067 -3.759
C 4.090 0.450 -3.187
C 4.388 0.081 -1.873
C 3.465 -0.664 -1.131
C 1.608 -3.620 -0.668
C 2.763 -4.002 -1.364
C 3.166 -5.343 -1.362
C 2.419 -6.300 -0.670
C 1.263 -5.920 0.019
C 0.852 -4.584 0.016
H 2.640 0.761 1.153
H 0.948 3.505 2.733
H 0.209 4.182 4.851
H -0.858 3.670 7.058
H -1.853 1.403 7.464
H -1.774 -0.313 5.629
H -0.505 0.146 3.564
H 0.458 -3.249 -3.140
H -1.589 -3.463 -4.531
H -3.738 -2.442 -3.763
H -3.824 -1.231 -1.575
H -1.786 -1.003 -0.201
H 0.991 -0.944 -3.463
H 2.639 0.332 -4.791
H 4.807 1.036 -3.765
H 5.334 0.367 -1.412
H 3.708 -0.960 -0.106
H 3.346 -3.258 -1.909
H 4.065 -5.629 -1.907
H 2.737 -7.343 -0.667
H 0.674 -6.659 0.561
H -0.057 -4.284 0.546
*
```

**Relative energy (zero: lowest compared OMol25 entry of this formula, charge and spin)**: 92.8 kcal per mole
**Orbital gap**: 4.628 eV
**Lowest unoccupied orbital energy**: 2.07 eV

7.
Below is 2 unconnected molecules or ions with the total composition C25H27FNO7, with properties calculated with ωB97M-V/def2-TZVPD.

Structure (ORCA input):
```
! RIJCOSX wB97M-V def2-TZVPD def2/J DEFGRID3
* xyz -1 1
C -1.808 5.499 1.377
C -1.783 3.921 1.386
C -0.405 3.319 1.919
F 0.653 4.111 1.407
C -0.319 1.843 1.339
C -1.566 1.057 1.419
C -1.597 -0.308 0.868
O -2.773 -1.084 0.887
C -2.816 -1.787 2.069
N -2.657 -2.606 2.859
C -0.365 -0.816 0.274
C 0.885 -0.047 0.208
C 0.929 1.306 0.751
C 2.098 -0.756 -0.495
O 3.227 -0.694 -0.080
C 1.697 -1.587 -1.767
C 2.499 -1.658 -2.990
C 3.872 -0.935 -3.125
O 3.788 0.488 -3.027
C 4.696 1.154 -3.897
O 4.189 2.441 -4.230
C 2.984 2.347 -4.988
C 2.368 3.839 -5.068
O 2.987 4.630 -4.033
C 1.962 -2.442 -4.105
C 0.676 -3.162 -4.072
C -0.107 -3.129 -2.829
C 0.427 -2.344 -1.720
C -0.373 -2.253 -0.371
O -0.969 -3.173 0.124
H -1.377 5.980 2.289
H -2.893 5.820 1.335
H -1.356 5.853 0.414
H -1.919 3.541 0.332
H -2.626 3.538 2.013
H -0.383 3.245 3.035
H -2.513 1.434 1.868
H 1.871 1.910 0.700
H 4.313 -1.273 -4.114
H 4.595 -1.321 -2.343
H 4.895 0.616 -4.867
H 5.681 1.321 -3.381
H 3.168 1.939 -6.021
H 2.186 1.725 -4.482
H 1.262 3.843 -4.880
H 2.609 4.263 -6.075
H 2.633 4.273 -3.201
H 2.546 -2.477 -5.053
H 0.257 -3.731 -4.930
H -1.094 -3.631 -2.684
C -2.837 -3.576 6.170
C -3.927 -4.393 6.895
C -5.271 -4.178 6.165
O -4.049 -3.926 8.151
H -3.060 -2.504 6.161
H -1.859 -3.714 6.643
H -2.743 -3.899 5.124
H -3.662 -5.465 6.736
H -5.571 -3.125 6.159
H -6.074 -4.756 6.634
H -5.201 -4.506 5.115
*
```

**Relative energy (zero: lowest compared OMol25 entry of this formula, charge and spin)**: 0.0 kcal per mole
**Orbital gap**: 2.188 eV
**Lowest unoccupied orbital energy**: 0.40 eV

8.
Below is a single C5H13NSi molecule, with properties calculated with ωB97M-V/def2-TZVPD.

Structure (ORCA input):
```
! RIJCOSX wB97M-V def2-TZVPD def2/J DEFGRID3
* xyz 0 1
C -3.510 -0.333 -0.086
C -2.401 0.405 -0.282
C -1.240 0.309 0.749
N -0.065 -0.442 0.235
Si 1.550 -0.050 0.347
C 1.560 1.677 -0.397
C 2.511 -1.459 -0.372
H -4.292 -0.269 -0.842
H -3.629 -0.944 0.807
H -2.198 1.088 -1.061
H -1.591 -0.220 1.624
H -0.809 1.248 0.908
H -0.451 -1.377 0.160
H 1.825 -0.115 1.834
H 0.509 1.849 -0.628
H 2.050 2.513 0.117
H 2.157 1.488 -1.395
H 3.343 -1.168 -1.020
H 2.876 -2.179 0.335
H 1.806 -2.020 -1.033
*
```

**Relative energy (zero: lowest compared OMol25 entry of this formula, charge and spin)**: 25.5 kcal per mole
**Orbital gap**: 9.761 eV
**Lowest unoccupied orbital energy**: 1.09 eV

9.
Below is 2 unconnected molecules or ions with the total composition C2H7N2O, with properties calculated with ωB97M-V/def2-TZVPD.

Structure (ORCA input):
```
! RIJCOSX wB97M-V def2-TZVPD def2/J DEFGRID3
* xyz -1 1
C 0.088 1.110 1.034
C -0.633 1.165 -0.223
N 0.516 -1.724 -1.224
N -0.587 -1.471 -0.341
O -0.197 -1.596 0.877
H 0.258 0.018 1.344
H 1.066 1.597 0.969
H -0.480 1.560 1.854
H -1.684 0.935 -0.245
H -0.115 1.075 -1.163
H 0.368 -1.219 -2.091
H 1.401 -1.449 -0.791
*
```

**Relative energy (zero: lowest compared OMol25 entry of this formula, charge and spin)**: 99.0 kcal per mole
**Orbital gap (alpha / beta)**: 5.861 / 7.026 eV
**Lowest unoccupied orbital energy (alpha / beta)**: 4.86 / 4.87 eV

10.
Below is 4 unconnected molecules or ions with the total composition C8H12F2N2O10, with properties calculated with ωB97M-V/def2-TZVPD.

Structure (ORCA input):
```
! RIJCOSX wB97M-V def2-TZVPD def2/J DEFGRID3
* xyz 0 1
O 0.423 5.938 -5.274
C 1.452 5.279 -4.995
O 1.491 4.231 -4.156
C 2.802 3.764 -3.986
C 3.688 4.732 -4.795
F 4.408 4.106 -5.602
O 2.710 5.519 -5.436
H 3.169 3.905 -2.970
H 2.963 2.722 -4.262
H 4.321 5.362 -4.171
O -1.256 -5.099 3.948
C -1.032 -6.193 4.259
O -1.266 -7.310 3.597
C -1.070 -8.384 4.487
C -0.080 -7.853 5.480
F 1.187 -8.136 5.092
O -0.417 -6.450 5.405
H -1.954 -8.778 4.988
H -0.729 -9.277 3.964
H -0.301 -8.123 6.513
C -2.982 4.989 0.208
N -1.808 5.905 0.094
O -1.403 6.120 -1.059
O -1.384 6.430 1.107
H -3.805 5.645 -0.075
H -3.270 4.626 1.195
H -2.768 4.255 -0.568
C -0.756 -1.652 -0.172
N -0.043 -0.475 -0.756
O -0.273 0.598 -0.246
O 0.586 -0.684 -1.784
H -1.028 -2.287 -1.015
H -1.575 -1.365 0.488
H 0.001 -2.064 0.496
*
```

**Relative energy (zero: lowest compared OMol25 entry of this formula, charge and spin)**: 17.1 kcal per mole
**Orbital gap**: 11.126 eV
**Lowest unoccupied orbital energy**: 0.25 eV

11.
Below is 3 unconnected molecules or ions with the total composition C15H37F9N3O5PS, with properties calculated with ωB97M-V/def2-TZVPD.

Structure (ORCA input):
```
! RIJCOSX wB97M-V def2-TZVPD def2/J DEFGRID3
* xyz 0 1
C -3.765 -1.612 1.558
C -4.227 -0.837 0.311
O -5.369 -0.068 0.700
C -3.084 0.156 -0.042
O -2.948 0.395 -1.430
P -1.676 -0.436 -2.208
N -2.705 -0.701 -3.557
O -0.395 -1.293 -3.019
C -0.600 1.070 -2.251
C -0.135 1.473 -0.839
C 0.997 2.475 -0.820
F 1.122 3.059 0.356
F 0.616 3.478 -1.658
C 2.370 2.028 -1.380
F 2.357 1.868 -2.667
F 3.206 3.028 -1.166
S 3.155 0.483 -0.619
F 2.114 -0.452 -1.335
F 4.099 0.346 -1.891
F 4.289 1.354 0.046
F 2.306 0.572 0.699
F 3.850 -0.802 -0.037
H -2.788 -2.059 1.360
H -4.473 -2.376 1.863
H -3.631 -0.916 2.393
H -4.470 -1.503 -0.511
H -5.099 0.415 1.492
H -3.382 1.110 0.406
H -2.152 -0.130 0.460
H -1.596 -1.423 -1.205
H -3.056 0.183 -3.913
H -2.153 -1.141 -4.281
H -0.576 -2.244 -3.046
H -1.205 1.874 -2.666
H 0.204 0.831 -2.939
H -0.974 1.959 -0.343
H 0.075 0.569 -0.270
C -3.972 -5.409 2.949
O -3.926 -4.846 1.649
C -3.359 -5.682 0.657
C -4.322 -6.726 0.069
C -4.570 -7.916 0.990
N -5.612 -6.134 -0.299
H -3.112 -6.055 3.144
H -4.901 -5.963 3.100
H -3.960 -4.586 3.665
H -3.059 -5.009 -0.152
H -2.439 -6.152 1.030
H -3.856 -7.113 -0.843
H -5.248 -7.673 1.807
H -5.025 -8.734 0.431
H -3.635 -8.285 1.418
H -5.458 -5.407 -0.993
H -5.957 -5.625 0.512
C 5.118 7.520 0.567
O 4.720 6.257 0.067
C 5.780 5.418 -0.355
C 6.477 4.649 0.785
C 7.426 5.513 1.610
N 5.509 4.013 1.682
H 6.000 7.905 0.047
H 5.308 7.472 1.642
H 4.291 8.213 0.409
H 5.320 4.689 -1.028
H 6.504 5.984 -0.957
H 7.078 3.861 0.322
H 6.895 6.167 2.302
H 8.083 4.881 2.210
H 8.056 6.132 0.968
H 4.950 3.364 1.136
H 4.844 4.731 1.963
*
```

**Orbital gap**: 9.402 eV
**Lowest unoccupied orbital energy**: 0.29 eV

12.
Below is a single C7H12 molecule, with properties calculated with ωB97M-V/def2-TZVPD.

Structure (ORCA input):
```
! RIJCOSX wB97M-V def2-TZVPD def2/J DEFGRID3
* xyz 0 1
C 1.942 0.176 -0.305
C 0.821 0.592 -1.252
C -0.541 -0.040 -1.312
C -1.069 -1.264 -0.324
C -0.639 -0.939 1.029
C -0.945 0.430 1.410
C -0.414 1.287 -0.775
H 2.409 -0.779 -0.585
H 2.719 0.945 -0.354
H 1.642 0.110 0.745
H 1.227 0.861 -2.235
H -0.990 -0.246 -2.281
H -2.142 -1.116 -0.454
H -0.765 -2.241 -0.716
H -1.462 -0.442 2.144
H 0.231 -1.429 1.473
H -0.285 0.991 2.064
H -1.850 0.889 1.036
H -0.871 2.180 -1.205
*
```

**Relative energy (zero: lowest compared OMol25 entry of this formula, charge and spin)**: 141.6 kcal per mole
**Orbital gap (alpha / beta)**: 7.655 / 7.169 eV
**Lowest unoccupied orbital energy (alpha / beta)**: 0.64 / 0.44 eV